1.
{"formula": "C28H58F4InN2O24S11", "method": "the ωB97M-V functional and the def2-TZVPD basis", "symbols": ["In", "S", "S", "S", "S", "S", "S", "S", "S", "S", "S", "S", "F", "F", "F", "F", "O", "O", "O", "O", "O", "O", "O", "O", "O", "O", "O", "O", "O", "O", "O", "O", "O", "O", "O", "O", "O", "O", "O", "O", "N", "N", "C", "C", "C", "C", "C", "C", "C", "C", "C", "C", "C", "C", "C", "C", "C", "C", "C", "C", "C", "C", "C", "C", "C", "C", "C", "C", "C", "C", "H", "H", "H", "H", "H", "H", "H", "H", "H", "H", "H", "H", "H", "H", "H", "H", "H", "H", "H", "H", "H", "H", "H", "H", "H", "H", "H", "H", "H", "H", "H", "H", "H", "H", "H", "H", "H", "H", "H", "H", "H", "H", "H", "H", "H", "H", "H", "H", "H", "H", "H", "H", "H", "H", "H", "H", "H", "H"], "positions_angstrom": [[1.046, -0.914, -0.411], [0.608, -0.127, 3.427], [-1.164, -6.912, 0.436], [1.072, -0.537, -4.137], [2.715, -3.728, -1.882], [3.118, 4.824, 3.294], [-0.751, 6.552, -0.818], [1.862, -2.581, 2.550], [-5.523, -0.211, 2.693], [-3.134, 2.396, -2.136], [4.946, 1.590, -2.134], [5.300, 0.001, 0.011], [3.382, -2.178, 2.449], [-0.875, -0.174, 3.253], [4.516, 1.182, -3.590], [3.822, 0.475, 0.590], [-5.322, -1.642, 2.380], [0.856, -0.635, 4.804], [3.813, 2.193, -1.463], [-1.936, -7.960, 1.035], [-6.595, 0.632, 2.204], [2.292, -0.732, -4.898], [1.683, 4.892, 3.235], [-2.016, 2.389, -2.989], [1.100, -0.104, -2.750], [1.866, -3.507, 1.524], [0.067, 7.738, -1.079], [-0.114, -7.078, -0.515], [6.226, 0.957, 0.459], [1.137, 1.150, 2.995], [1.845, -2.738, -1.187], [1.572, -3.123, 3.863], [3.855, 6.011, 3.184], [-3.086, 3.144, -0.884], [0.803, 0.986, 0.107], [-1.345, -2.011, -0.461], [2.382, -4.028, -3.208], [6.175, 2.299, -2.325], [5.412, -1.322, 0.508], [-2.170, 6.589, -0.995], [5.033, 0.096, -1.522], [0.983, -1.342, 2.150], [2.718, -5.178, -0.881], [3.638, 4.007, 4.810], [4.184, 2.616, 4.418], [-2.367, -5.844, -0.302], [-1.195, -1.770, -4.864], [-2.741, -4.694, 0.704], [0.808, 4.488, -0.679], [-0.349, 5.921, 0.834], [3.688, 3.527, 2.215], [-0.069, 5.121, -1.690], [-0.953, -0.614, -5.909], [4.388, -3.252, -1.737], [-0.815, -5.703, 1.738], [4.762, 2.792, 3.040], [0.124, -2.099, -4.236], [4.250, -5.384, -0.624], [-4.522, 2.074, 3.265], [-2.198, -5.115, 2.080], [4.662, -3.931, -0.379], [-4.781, 1.506, -3.836], [0.011, 4.411, 0.624], [-3.666, 0.708, -1.839], [-0.036, 0.391, -5.148], [-5.386, 1.694, 4.498], [-4.862, 0.478, -2.672], [-5.525, 0.144, 4.455], [-4.516, 2.786, -3.177], [-4.104, 0.855, 2.502], [-4.692, -0.509, 4.744], [-1.211, 6.199, 1.438], [0.714, -2.863, -4.726], [2.758, 4.006, 5.492], [3.382, 1.881, 4.438], [-0.032, -2.265, -3.136], [4.065, -3.407, 0.349], [-3.843, 0.940, 1.481], [5.686, -3.767, -0.052], [4.543, -6.030, 0.252], [5.666, 3.402, 3.134], [-0.586, 1.163, -4.568], [-1.804, -0.127, -6.361], [0.584, 4.118, 1.501], [-2.767, 0.163, -2.118], [-0.370, -0.999, -6.700], [-3.712, 2.749, 3.391], [-3.772, -4.626, 0.566], [-0.953, 4.491, -1.806], [-3.268, 0.372, 2.957], [4.999, 1.804, 2.558], [2.782, 2.940, 2.209], [-2.126, -4.249, 2.705], [-4.820, -0.544, -3.103], [-4.303, 3.585, -3.830], [4.870, 2.303, 5.226], [2.258, -4.966, 0.075], [-5.817, 0.631, -2.179], [-4.752, 2.027, 5.362], [4.130, 3.753, 1.258], [-5.423, 2.915, -2.518], [-1.080, -2.933, -0.452], [4.346, 4.732, 5.188], [4.696, -5.765, -1.534], [-3.232, -6.443, -0.320], [-1.772, -2.604, -5.256], [1.641, 5.190, -0.505], [0.342, 5.500, -2.627], [4.338, -2.172, -1.702], [-2.031, -5.387, -1.239], [-1.874, -1.300, -4.133], [-2.320, -3.723, 0.479], [-6.335, 2.226, 4.385], [0.038, 1.339, -0.343], [1.227, 3.572, -1.020], [2.259, -5.949, -1.453], [-5.115, 2.694, 2.604], [-6.425, -0.331, 4.906], [-3.816, 0.503, -0.770], [-5.633, 1.570, -4.458], [0.587, 0.905, -5.863], [-2.772, -5.901, 2.656], [-0.885, 3.849, 0.607], [4.903, -3.564, -2.641], [-3.970, 1.251, -4.567], [-0.137, -4.997, 1.286], [-0.257, -6.229, 2.491], [0.487, 6.432, 1.266]], "mulliken_charge": [2.52, 0.57, 1.09, 0.77, 1.09, 1.27, 1.14, 0.67, 1.13, 1.13, 0.90, 0.92, -0.26, -0.05, -0.21, -0.11, -0.64, -0.59, -0.42, -0.69, -0.69, -0.77, -0.68, -0.63, -0.28, -0.51, -0.71, -0.60, -0.59, -0.45, -0.51, -0.64, -0.74, -0.66, 0.20, -0.51, -0.83, -0.62, -0.54, -0.66, -0.35, -0.35, -0.41, -0.98, -0.34, -0.73, -0.30, 0.42, -0.52, -0.95, -0.08, -0.15, -0.91, -0.09, 0.13, -0.37, -0.08, -0.75, -0.97, -0.93, -0.14, -0.35, 0.01, 0.78, -0.31, -0.50, -0.79, -0.75, -0.90, 0.16, 0.31, 0.55, 0.42, 0.40, -0.04, -0.28, -0.06, 0.00, 0.62, 0.36, 0.43, -0.07, 0.44, -0.20, -0.38, 0.39, 0.69, 0.53, -0.21, 0.02, -0.12, -0.30, 0.46, 0.34, 0.52, 0.41, -0.26, 0.34, 0.31, 0.70, 0.27, -0.12, 0.41, 0.37, 0.54, 0.54, 0.31, 0.53, -0.47, 0.24, -0.25, -0.72, 0.26, -0.18, 0.22, 0.69, 0.30, 0.47, -0.30, 0.45, 0.47, 0.32, 0.34, 0.36, -0.01, -0.57, 0.61, 0.32], "e_lumo_ha": 0.0242, "spin_multiplicity": 1, "max_force_ha_per_bohr": 0.1053, "charge": -1, "e_tot_ha": -7986.519499, "orbital_gap_ev": 8.34}

---

2.
{"formula": "C28H59AlBF3NO8", "method": "the ωB97M-V functional and the def2-TZVPD basis", "symbols": ["Al", "F", "F", "F", "O", "O", "O", "O", "O", "O", "O", "O", "N", "C", "C", "C", "C", "C", "C", "C", "C", "C", "C", "C", "C", "C", "C", "C", "C", "C", "C", "C", "C", "C", "C", "C", "C", "C", "C", "C", "C", "B", "H", "H", "H", "H", "H", "H", "H", "H", "H", "H", "H", "H", "H", "H", "H", "H", "H", "H", "H", "H", "H", "H", "H", "H", "H", "H", "H", "H", "H", "H", "H", "H", "H", "H", "H", "H", "H", "H", "H", "H", "H", "H", "H", "H", "H", "H", "H", "H", "H", "H", "H", "H", "H", "H", "H", "H", "H", "H", "H"], "positions_angstrom": [[9.856, 1.545, -1.352], [3.880, -1.024, -0.701], [5.849, -1.877, -0.298], [5.123, -0.210, 0.896], [-3.333, 5.998, 3.439], [-1.968, -4.737, -1.408], [1.248, 1.038, 2.451], [6.845, 0.895, -0.783], [9.492, -0.661, -3.503], [-4.449, 1.948, 0.057], [-2.450, -0.778, 3.220], [-4.578, -5.293, -5.761], [9.926, -1.732, -1.316], [5.149, -0.709, -0.356], [0.753, -1.211, 2.987], [-2.620, -4.545, -4.665], [-2.080, -3.952, 0.821], [1.999, 0.206, 1.558], [-0.825, -3.386, 0.160], [-2.145, 6.754, 3.689], [-4.676, 4.085, -0.927], [-3.162, -0.249, 2.096], [7.003, 2.296, -1.082], [-2.903, -4.366, -0.392], [-4.058, -4.997, -4.460], [5.755, 0.278, -1.349], [-0.985, 5.768, 3.619], [-3.177, 2.309, -0.492], [2.071, -1.167, 2.212], [-1.501, 4.755, 2.600], [-2.694, -3.894, -6.045], [-2.983, 4.703, 2.948], [-3.352, -1.011, 4.303], [-3.683, -4.804, -6.762], [8.176, 2.549, -2.001], [-4.653, -0.311, 3.929], [-3.449, 3.398, -1.521], [-5.437, 2.904, -0.336], [-4.641, -0.423, 2.406], [-0.651, -4.320, -1.029], [0.623, 0.230, 3.453], [9.766, -0.478, -2.109], [-3.104, -2.884, -5.961], [2.183, -1.970, 1.485], [-2.543, 2.676, 0.322], [-2.703, 1.429, -0.927], [-4.138, -5.884, -3.832], [8.406, 3.609, -1.941], [9.869, 1.584, 0.279], [1.145, 0.391, 4.404], [-4.368, 4.773, -0.136], [1.469, 0.158, 0.599], [-0.047, 6.239, 3.332], [9.154, -2.343, -1.570], [-3.178, 3.968, 3.738], [-1.014, -2.367, -0.185], [-2.054, 7.529, 2.919], [2.917, -1.213, 2.901], [-4.258, -4.288, -7.532], [11.204, 2.272, -1.906], [-3.613, 4.461, 2.091], [-1.825, -4.826, 1.423], [-6.096, 2.442, -1.079], [-3.173, -5.657, -7.223], [-2.597, -3.237, 1.461], [-0.415, 0.538, 3.568], [-5.259, 0.315, 1.900], [4.962, 0.969, -1.621], [-5.525, -0.764, 4.398], [-3.508, -3.530, -0.763], [-2.853, -0.776, 1.192], [7.205, 2.780, -0.133], [-2.274, -3.882, -3.877], [-2.910, -0.626, 5.223], [-0.071, -1.459, 2.316], [-2.899, 0.808, 1.987], [-5.261, 4.644, -1.655], [-1.365, 5.139, 1.586], [-1.734, -3.830, -6.553], [-4.613, 0.740, 4.225], [-4.664, -4.200, -4.015], [-3.700, 2.951, -2.485], [-0.841, 5.284, 4.587], [-6.036, 3.177, 0.534], [6.047, -0.318, -2.214], [6.065, 2.688, -1.476], [-2.599, 4.062, -1.664], [7.888, 2.284, -3.018], [-0.169, -3.840, -1.881], [-1.018, 3.781, 2.663], [-4.976, -1.418, 2.102], [8.590, -0.376, -3.641], [-0.069, -5.207, -0.757], [-3.565, -5.209, -0.192], [10.784, -2.204, -1.586], [-1.955, -5.410, -4.695], [-2.231, 7.242, 4.660], [-3.497, -2.091, 4.413], [2.977, 0.645, 1.389], [0.043, -3.367, 0.816], [0.749, -1.924, 3.810]], "mulliken_charge": [0.41, -0.27, -0.30, -0.28, -0.46, -0.37, -0.44, -0.30, -0.73, -0.25, -0.26, -0.44, -0.66, 0.93, 0.27, -0.13, -0.25, -0.24, -0.09, -0.45, -0.45, 0.28, -0.51, -0.48, -0.35, -0.58, -0.65, -0.14, -0.52, -0.28, -0.62, 0.15, -0.57, -0.46, -0.97, -0.62, -0.61, -0.56, -0.41, -0.49, -0.42, 0.37, 0.28, 0.36, -0.01, 0.32, 0.22, 0.42, -0.34, 0.31, 0.16, 0.20, 0.37, 0.20, 0.18, 0.11, 0.28, 0.29, 0.29, -0.32, -0.21, 0.38, 0.35, 0.26, -0.09, 0.09, 0.17, 0.37, 0.38, 0.24, 0.11, 0.26, 0.09, 0.27, -0.48, -0.16, 0.35, 0.22, 0.36, 0.25, 0.25, 0.29, 0.27, 0.27, 0.15, 0.35, 0.35, 0.33, 0.27, 0.25, 0.24, 0.28, 0.30, 0.32, 0.21, 0.23, 0.28, 0.29, 0.16, 0.17, 0.42], "e_lumo_ha": 0.0609, "spin_multiplicity": 1, "max_force_ha_per_bohr": 0.0194, "charge": -1, "e_tot_ha": -2325.793173, "orbital_gap_ev": 5.51}